Record 1
Here is one molecule with the formula CH5N3O2S in a non-equilibrium geometry from the OMol25 dataset. Energies are from ωB97M-V/def2-TZVPD.

Properties
ΔE to the lowest compared entry with this formula, charge and spin in eV: 1.026
Orbital gap in eV: 10.240
F_max in eV Å⁻¹: 3.62
E_HOMO in eV: -9.47
Total charge: 0

```
12
Properties=species:S:1:pos:R:3:forces:R:3:lowdin_charge:R:1
C -0.8069 0.4149 -0.3755 2.0 -0.7 -0.9 -0.68
N 1.6678 -1.4322 0.4564 1.0 -0.6 0.7 -0.19
N -1.7659 1.1802 0.2140 -1.1 3.2 1.2 0.12
N -0.9015 -0.6045 -1.1858 -2.0 0.8 1.8 0.08
O 0.4120 0.8002 0.0272 0.8 0.5 0.0 -0.26
O 2.9183 0.6440 0.3758 1.0 0.9 0.2 -0.43
S 1.9733 -0.0757 -0.4098 -1.6 -0.5 1.0 0.94
H 0.7581 -1.7306 0.1915 -0.9 -1.0 0.0 0.01
H -2.7297 1.1147 -0.0407 -0.2 -0.8 -0.6 0.08
H -1.6690 2.2262 0.5063 1.0 -3.0 -0.7 0.16
H -1.9283 -0.7993 -1.1544 0.9 -0.2 -0.8 0.05
H 2.0718 -1.7381 1.3950 -0.8 1.3 -1.9 0.12
```
Positions in Å, forces in eV/Å.

=====

Record 2
Here is CH5N3O3S as an isolated structure in a non-equilibrium geometry from the OMol25 dataset. Energies are from ωB97M-V/def2-TZVPD.

Properties
ΔE to the lowest compared entry with this formula, charge and spin in eV: 3.609
Orbital gap in eV: 9.813
F_max in eV Å⁻¹: 4.14
E_HOMO in eV: -9.45
Total charge: 0

```
13
Properties=species:S:1:pos:R:3:forces:R:3:lowdin_charge:R:1
C 0.0859 0.8072 -0.1330 1.8 -2.2 3.0 -0.28
N 0.2875 0.5890 -1.3945 0.5 1.1 -2.8 0.16
N -0.3476 1.6376 0.6824 0.0 -0.6 0.2 0.01
N 1.0779 -0.4935 0.9540 -0.8 2.0 -0.2 -0.24
O 1.0044 -2.0795 -0.8265 1.1 -0.7 -1.5 -0.52
O -0.8008 -2.2867 0.7128 1.8 -1.1 3.0 -0.33
O -1.3081 2.5561 0.2282 -0.5 -0.4 1.0 -0.05
S 0.9205 -2.0843 0.6205 -3.2 1.9 -0.2 0.84
H 0.7821 1.3180 -1.9308 -0.6 -0.4 0.6 0.15
H 0.3671 -0.3137 -1.8473 0.0 -0.3 0.9 0.09
H -1.2207 -1.9909 -0.0652 -0.4 0.6 -1.8 0.00
H 1.0048 -0.1788 1.9433 -0.1 -0.6 -0.9 0.05
H -1.8531 2.5195 1.0561 0.3 0.7 -1.2 0.12
```
Positions in Å, forces in eV/Å.

=====

Record 3
Here is one molecule with the formula CH5N3OS in a non-equilibrium geometry from the OMol25 dataset. Energies are from ωB97M-V/def2-TZVPD.

Properties
ΔE to the lowest compared entry with this formula, charge and spin in eV: 3.977
Orbital gap in eV: 9.077
F_max in eV Å⁻¹: 4.55
E_HOMO in eV: -8.41
Total charge: 0

```
11
Properties=species:S:1:pos:R:3:forces:R:3:lowdin_charge:R:1
C -0.9380 0.2560 -0.4688 -1.1 1.0 0.5 -0.33
N -0.6834 -1.0902 -0.0396 0.9 -1.4 2.0 -0.07
N -0.0177 1.2399 0.0866 0.3 1.1 1.2 -0.36
N 1.6593 -0.6475 0.4399 -1.5 -3.7 2.1 -0.44
O 0.6467 -1.5628 -0.2729 0.5 1.5 0.0 -0.21
S 1.6761 0.8158 -0.1032 -0.6 2.2 -1.5 0.87
H -0.8176 0.3903 -1.5177 -0.3 -1.0 -1.3 0.09
H -2.0596 0.4911 -0.2079 2.2 -0.3 -0.2 0.16
H -0.7397 -1.2580 1.0174 -0.6 0.9 -1.9 0.14
H -0.1095 2.1444 -0.3917 -0.2 -0.4 0.3 0.06
H 1.3835 -0.7790 1.4578 0.4 0.3 -1.5 0.10
```
Positions in Å, forces in eV/Å.

=====

Record 4
Here is a 2-piece molecular cluster, CH5N3OS overall in a non-equilibrium geometry from the OMol25 dataset. Energies are from ωB97M-V/def2-TZVPD.

Properties
ΔE to the lowest compared entry with this formula, charge and spin in eV: 1.157
Orbital gap in eV: 8.221
F_max in eV Å⁻¹: 1.35
E_HOMO in eV: -7.79
Total charge: 0

```
11
Properties=species:S:1:pos:R:3:forces:R:3:lowdin_charge:R:1
C 2.5514 -0.1189 -0.0140 0.1 0.8 0.1 -0.40
N 3.3938 0.7057 -0.1396 0.5 0.5 0.0 0.23
N -2.3065 -0.7944 0.3148 -0.3 -0.7 0.0 -0.02
N -1.1884 -0.0209 -0.1195 0.3 0.7 0.0 -0.52
O 1.6162 -0.7607 0.2256 -0.8 -1.1 0.1 0.13
S -1.3336 1.8012 -0.0335 0.1 -0.5 0.0 0.20
H 4.2696 0.8293 -0.5881 0.3 -0.1 -0.2 0.09
H -1.0012 -0.2671 -1.0985 -0.1 0.0 0.5 0.10
H -2.5275 -0.5349 1.2744 0.2 0.3 -0.2 0.08
H -3.1135 -0.5272 -0.2469 0.3 0.2 0.1 0.07
H -0.3602 -0.3121 0.4252 -0.5 0.1 -0.4 0.06
```
Positions in Å, forces in eV/Å.

=====

Record 5
Here is CH5N3OS as an isolated structure in a non-equilibrium geometry from the OMol25 dataset. Energies are from ωB97M-V/def2-TZVPD.

Properties
ΔE to the lowest compared entry with this formula, charge and spin in eV: 5.218
Orbital gap in eV: 9.001
F_max in eV Å⁻¹: 6.28
E_HOMO in eV: -9.14
Total charge: 0

```
11
Properties=species:S:1:pos:R:3:forces:R:3:lowdin_charge:R:1
C 0.3912 -0.1622 0.3757 5.5 0.8 2.9 -0.66
H -0.5416 -0.6381 -1.6257 5.0 1.7 -2.1 0.24
H 1.9407 -0.9257 -0.8302 -2.1 2.9 0.7 0.20
H 1.8470 -0.4622 1.3678 0.7 0.2 0.7 0.02
H -1.2052 0.3356 -0.8542 0.6 1.0 -0.8 0.05
H -2.2322 1.9088 1.4703 1.1 -3.5 -1.1 0.02
N 1.2467 -0.0220 -0.7256 2.1 -3.6 -1.8 -0.05
N 0.8909 -0.2328 1.6091 -2.0 -0.5 -3.3 0.10
N -0.8416 -0.0172 -0.0098 -4.8 0.9 2.1 -0.44
O 0.5062 -0.0203 -1.9324 -3.7 -2.4 0.7 -0.18
S -2.0022 0.2362 1.1549 -2.3 2.6 2.0 0.70
```
Positions in Å, forces in eV/Å.

=====

Record 6
Here is one molecule with the formula CH5N3OS2 in a non-equilibrium geometry from the OMol25 dataset. Energies are from ωB97M-V/def2-TZVPD.

Properties
ΔE to the lowest compared entry with this formula, charge and spin in eV: 1.813
Orbital gap in eV: 9.095
F_max in eV Å⁻¹: 5.88
E_HOMO in eV: -8.78
Total charge: 0

```
12
Properties=species:S:1:pos:R:3:forces:R:3:lowdin_charge:R:1
C -0.0596 -0.1221 0.0470 0.7 1.6 2.5 -0.58
H 0.3119 2.5694 0.4689 -0.6 0.2 -2.4 0.15
H -1.8231 1.0787 -0.1245 3.7 0.6 0.0 0.14
H 1.7416 1.0649 0.0973 -0.6 -3.9 0.0 0.14
H 2.3909 -1.8372 1.0078 0.0 0.0 -2.1 -0.08
H -2.4032 -2.1766 -1.2216 0.6 0.7 0.9 -0.14
N -0.7001 1.1642 0.0403 -3.8 -4.5 -0.1 -0.13
N 1.4095 -0.0022 0.2764 -2.9 2.6 -1.7 -0.43
N -0.6394 -1.2669 0.3276 -0.3 1.3 -2.0 -0.35
O -0.0352 2.2417 -0.4350 1.5 1.6 2.2 -0.07
S 2.1555 -1.4121 -0.3468 1.3 0.2 2.7 0.69
S -2.3488 -1.3017 -0.1374 0.3 -0.3 0.0 0.65
```
Positions in Å, forces in eV/Å.

=====

- Among the records above, which one has the highest F_max?
  number 5